# 1
{"formula": "C4H6N2O", "method": "the ωB97M-V functional and the def2-TZVPD basis", "symbols": ["C", "C", "C", "N", "C", "O", "N", "H", "H", "H", "H", "H", "H"], "positions_angstrom": [[0.74778, 0.55896, -1.52099], [-0.46541, -0.65421, 0.60379], [0.39735, 0.40249, -0.08869], [-1.77591, -0.87940, 0.34877], [0.90802, 0.78321, 1.08923], [0.26886, -1.49400, 1.32823], [0.19472, -0.04528, 2.02660], [-2.17829, -0.51028, -0.49847], [-2.26210, -1.47806, 1.00099], [1.63849, 1.51495, 1.39916], [1.22108, -0.34393, -1.91701], [-0.14133, 0.76010, -2.12367], [1.44674, 1.38544, -1.64795]], "forces_ev_per_angstrom": [[-0.038, 0.120, -0.051], [0.356, 0.753, 1.360], [0.424, -0.145, 0.286], [0.487, -0.053, 0.047], [-0.211, -0.097, -0.689], [0.280, 0.154, 0.040], [-1.070, -0.730, -0.914], [-0.182, -0.094, 0.467], [-0.170, 0.093, -0.466], [0.156, -0.037, -0.022], [-0.049, 0.017, 0.039], [0.051, 0.016, -0.054], [-0.034, 0.003, -0.043]], "e_above_lowest_kj_mol": 490.9, "multiplicity": 1}

***

# 2
{"formula": "C4H6N2O", "method": "the ωB97M-V functional and the def2-TZVPD basis", "symbols": ["N", "C", "O", "C", "C", "C", "N", "H", "H", "H", "H", "H", "H"], "positions_angstrom": [[-0.93781, -0.39110, -1.71283], [-0.05070, -1.24525, -1.42473], [0.93929, -1.01229, -0.54564], [0.92091, 0.26385, 0.09260], [-0.13425, 0.25539, 1.20382], [-0.36211, 1.58870, 1.76302], [-0.55468, 2.64544, 2.19140], [-1.58381, -0.76314, -2.40322], [0.04308, -2.26203, -1.81452], [0.70760, 1.04652, -0.63989], [1.92448, 0.40021, 0.50042], [-1.07948, -0.10015, 0.78433], [0.16749, -0.42617, 2.00523]], "forces_ev_per_angstrom": [[0.216, -0.296, 0.039], [-0.178, 0.064, -0.101], [-0.047, -0.042, -0.035], [0.035, 0.193, 0.057], [-0.051, -0.045, 0.014], [-0.151, 0.904, 0.368], [0.235, -1.009, -0.407], [0.061, 0.013, 0.046], [-0.016, 0.148, -0.020], [0.001, -0.104, 0.112], [-0.159, 0.000, -0.053], [0.100, 0.075, 0.072], [-0.046, 0.099, -0.093]], "smiles": "[H]/N=C/OCCC#N", "e_above_lowest_kj_mol": 125.9, "multiplicity": 1}

***

# 3
{"formula": "C4H6N2O", "method": "the ωB97M-V functional and the def2-TZVPD basis", "symbols": ["C", "C", "C", "C", "N", "N", "O", "H", "H", "H", "H", "H", "H"], "positions_angstrom": [[-0.49911, -1.35797, 0.73074], [0.65668, -0.89545, -0.07968], [0.67984, 1.13732, 0.11054], [-0.32523, 1.69465, -0.79779], [-1.70549, -1.37907, 0.31719], [1.61102, -1.63776, -0.37810], [1.37717, 1.56889, 0.95028], [-0.26979, -1.59594, 1.79386], [-1.14478, 1.03275, -0.77511], [-0.02578, 1.72498, -1.79025], [-0.65902, 2.82264, -0.56259], [-2.23753, -1.76036, 1.12744], [2.54203, -1.35469, -0.64654]], "forces_ev_per_angstrom": [[-0.549, -0.071, -0.105], [0.984, 2.983, 0.957], [0.187, -3.412, -0.424], [-0.998, 3.603, 1.777], [0.281, -0.554, 1.049], [-0.507, -1.041, 0.524], [0.173, 0.462, 0.104], [0.289, 0.016, -0.687], [-1.281, -0.651, 0.156], [1.081, -0.213, -1.891], [0.749, -2.521, -0.129], [-0.126, 0.517, -0.880], [-0.283, 0.882, -0.450]], "e_above_lowest_kj_mol": 370.2, "multiplicity": 1}

***

# 4
{"formula": "C4H6N2O", "method": "the ωB97M-V functional and the def2-TZVPD basis", "symbols": ["N", "C", "C", "O", "C", "C", "N", "H", "H", "H", "H", "H", "H"], "positions_angstrom": [[1.90330, 0.74381, -0.17120], [0.54975, 0.37885, -0.07732], [0.00593, -0.87911, -0.11993], [0.76596, -2.03199, -0.05830], [-1.41016, -0.76156, -0.17939], [-1.68971, 0.57819, -0.13604], [-0.49405, 1.26528, -0.08645], [2.44637, -0.11248, -0.23986], [2.25007, 1.28290, 0.61492], [0.81970, -2.25141, 0.88047], [-2.11439, -1.57846, -0.26443], [-2.63461, 1.10146, -0.13015], [-0.39816, 2.26451, -0.03232]], "forces_ev_per_angstrom": [[-0.003, -0.046, 0.147], [-0.188, -0.152, -0.049], [-0.024, 0.316, 0.102], [-0.022, -0.086, 0.159], [0.016, -0.016, -0.004], [-0.050, -0.001, -0.016], [0.076, 0.057, -0.026], [0.002, 0.203, -0.058], [-0.116, -0.069, -0.011], [0.097, -0.228, -0.203], [0.061, 0.175, 0.094], [0.161, -0.061, -0.022], [-0.009, -0.092, -0.115]], "smiles": "Nc1[nH]ccc1O", "e_above_lowest_kj_mol": 101.4, "multiplicity": 1}

***

# 5
{"formula": "C4H6N2O", "method": "the ωB97M-V functional and the def2-TZVPD basis", "symbols": ["C", "C", "N", "C", "C", "O", "N", "H", "H", "H", "H", "H", "H"], "positions_angstrom": [[2.08116, -0.22697, 0.10618], [0.59924, 0.04639, 0.25596], [-0.19203, -0.85077, -0.42990], [-1.25228, -0.38846, -1.21813], [-1.89004, 0.16770, -0.25379], [-2.76087, 0.41363, 0.66234], [0.08265, 0.98041, 0.96830], [2.33496, -0.33176, -0.95332], [2.35012, -1.16592, 0.59993], [2.67869, 0.58050, 0.53904], [-1.37848, -0.55404, -2.28700], [-3.45085, -0.27279, 0.66554], [0.79775, 1.60208, 1.34485]], "forces_ev_per_angstrom": [[0.059, 0.035, 0.032], [-0.053, 0.062, 0.083], [0.212, -0.007, 0.083], [-0.341, 0.191, 0.099], [-0.013, -0.041, -0.121], [0.167, -0.186, -0.229], [0.226, -0.089, -0.172], [-0.041, 0.004, 0.158], [-0.096, 0.107, -0.061], [-0.103, -0.144, -0.019], [0.003, 0.078, 0.176], [0.077, 0.024, 0.056], [-0.095, -0.035, -0.085]], "e_above_lowest_kj_mol": 512.5, "multiplicity": 1}

***

# 6
{"formula": "C4H6N2O", "method": "the ωB97M-V functional and the def2-TZVPD basis", "symbols": ["N", "C", "C", "C", "C", "O", "N", "H", "H", "H", "H", "H", "H"], "positions_angstrom": [[-1.74943, 0.21344, 0.60224], [-0.75807, -0.10855, -0.50374], [0.02513, 1.06604, -0.81900], [1.40605, 0.91397, -0.70639], [1.41924, -0.38626, -0.16211], [2.50831, -1.11171, 0.12620], [0.21454, -0.97878, 0.07874], [-2.35845, -0.57417, 0.82565], [-2.33854, 0.99448, 0.31118], [-0.47736, 1.98685, -1.13760], [-1.25326, 0.48742, 1.46339], [3.23340, -0.51588, -0.12601], [0.12842, -1.98684, 0.04744]], "forces_ev_per_angstrom": [[-0.243, 0.059, 0.093], [0.158, 0.129, 0.199], [-0.038, 0.228, -0.147], [-0.403, -0.279, 0.110], [0.075, -0.167, 0.113], [-0.010, 0.225, -0.159], [0.216, 0.028, -0.123], [0.076, 0.109, -0.111], [0.065, -0.116, -0.036], [0.099, -0.175, 0.113], [-0.082, -0.007, -0.091], [0.032, -0.163, -0.013], [0.055, 0.128, 0.053]], "e_above_lowest_kj_mol": 483.7, "multiplicity": 1}

***

# 7
{"formula": "C4H6N2O", "method": "the ωB97M-V functional and the def2-TZVPD basis", "symbols": ["C", "O", "C", "N", "N", "C", "C", "H", "H", "H", "H", "H", "H"], "positions_angstrom": [[-2.74948, -0.43770, 0.31428], [-1.97213, -1.34299, 0.18459], [0.08763, 0.65672, -0.12183], [0.97202, 1.48586, -0.64786], [2.13134, 0.82776, -0.56625], [2.01057, -0.39799, -0.00480], [0.68730, -0.54948, 0.32081], [-3.79983, -0.53069, -0.00216], [-2.46154, 0.53995, 0.75047], [-0.94185, 0.98154, -0.14771], [2.95198, 1.26132, -0.94856], [2.84302, -1.08002, 0.08372], [0.24096, -1.41424, 0.78532]], "forces_ev_per_angstrom": [[-0.176, -0.233, 0.034], [-0.546, 0.146, 0.096], [0.007, 0.147, -0.089], [0.038, -0.151, -0.002], [0.301, -0.010, -0.097], [0.035, 0.073, -0.025], [0.125, 0.049, -0.057], [-0.107, -0.015, -0.026], [-0.126, -0.233, 0.054], [0.393, -0.125, 0.163], [0.052, -0.069, 0.047], [-0.022, 0.170, 0.062], [0.024, 0.252, -0.158]], "smiles": "c1cn[nH]c1.C=O", "e_above_lowest_kj_mol": 224.2, "multiplicity": 1}

***

# 8
{"formula": "C4H6N2O2", "method": "the ωB97M-V functional and the def2-TZVPD basis", "symbols": ["C", "C", "C", "C", "H", "H", "H", "H", "H", "H", "N", "N", "O", "O"], "positions_angstrom": [[-1.04019, -0.58769, 1.46475], [-0.11647, -0.59563, 0.29616], [1.28315, -0.43027, 0.75256], [0.39707, 1.54950, -2.04264], [-2.30566, -1.28760, 0.48556], [-0.36116, -1.22105, -0.48037], [2.15789, -1.28586, 0.54794], [1.60917, -0.00973, 1.76884], [-0.54922, 2.57673, -1.81004], [0.47524, 1.66469, -3.07679], [0.55687, 0.52903, -0.21028], [0.97411, 0.37666, -1.62023], [-2.33205, -0.86897, 1.26018], [-0.74875, -0.40979, 2.66436]], "forces_ev_per_angstrom": [[-0.524, 1.355, 5.199], [0.678, -0.540, 2.813], [3.056, -1.377, -0.070], [-0.769, -1.758, -0.552], [-1.011, -2.643, -5.352], [-0.466, -2.216, -1.421], [-2.562, 2.553, -0.645], [-1.533, -0.345, -1.660], [3.226, -3.592, 0.837], [0.688, 0.145, -1.821], [3.001, -0.010, 1.903], [-4.136, 6.512, 0.894], [0.065, 1.951, 3.508], [0.289, -0.034, -3.632]], "e_above_lowest_kj_mol": 690.0, "multiplicity": 1}

***

# 9
{"formula": "C4H6N2O2", "method": "the ωB97M-V functional and the def2-TZVPD basis", "symbols": ["C", "C", "C", "C", "H", "H", "H", "H", "H", "H", "N", "N", "O", "O"], "positions_angstrom": [[0.84921, -1.18615, 0.49815], [0.07433, 0.02131, 0.15931], [0.50997, 1.21157, -0.19290], [-1.36957, 0.12787, -0.03773], [2.52699, -0.99892, -0.60871], [0.26308, -2.10770, 0.66244], [1.40214, -1.02651, 1.49054], [1.48310, 1.71885, -0.30794], [-0.64472, 2.84275, -0.99931], [-2.24361, -1.35846, 1.00191], [-0.55325, 1.83398, -0.77735], [-1.71063, 1.24380, -0.61324], [1.74597, -1.54527, -0.51091], [-2.33302, -0.77710, 0.23575]], "forces_ev_per_angstrom": [[1.150, -0.262, 2.239], [-2.623, -2.378, 1.120], [1.146, 3.083, -2.217], [0.698, -1.285, 0.582], [-0.167, 0.378, 0.389], [-0.213, 0.685, -0.142], [-0.556, -0.181, -1.130], [-0.544, -0.723, 0.320], [0.590, -1.219, 0.223], [0.654, 0.537, -0.201], [0.985, 3.962, -0.394], [-0.826, -1.206, 0.479], [0.426, -0.898, -0.963], [-0.719, -0.492, -0.303]], "smiles": "OCc1c[nH]nc1O", "e_above_lowest_kj_mol": 207.0, "multiplicity": 1}

***

no.,orbital gap (eV),total energy (eV),lowest unoccupied orbital energy (eV)
1,9.02,-9268.4140,0.70
2,11.44,-9272.1974,0.71
3,8.70,-9269.6647,0.53
4,8.31,-9272.4514,0.82
5,8.56,-9268.1896,0.36
6,6.86,-9268.4885,-0.11
7,9.96,-9271.1780,0.71
8,9.87,-11313.8903,0.13
9,9.46,-11318.8969,0.71